{
  "formula": "C4H10O2",
  "method": "wB97M-V/def2-TZVPD",
  "species": ["C", "O", "C", "C", "C", "O", "H", "H", "H", "H", "H", "H", "H", "H", "H", "H"],
  "xyz": [[1.94, 0.83, -0.60], [0.76, 0.22, -1.08], [0.41, -0.97, -0.38], [-1.11, -0.99, -0.37], [-1.19, 0.61, 1.48], [-1.63, 0.40, -0.11], [2.80, 0.17, -0.76], [2.08, 1.75, -1.17], [1.84, 1.05, 0.46], [0.77, -0.93, 0.65], [0.80, -1.85, -0.90], [-1.52, -1.20, -1.36], [-1.52, -1.69, 0.36], [-2.05, 0.11, 1.93], [-1.47, 1.66, 1.56], [-0.93, 0.93, -0.56]],
  "nbo_charge": [-0.2493, -0.5676, -0.1106, -0.0778, -0.6054, -0.5405, 0.1681, 0.1929, 0.1939, 0.2235, 0.1812, 0.1897, 0.2204, 0.1269, 0.1268, 0.5279],
  "total_charge": 0,
  "relative_energy_kj_mol": 499.3,
  "lumo_ev": 0.895
}

{
  "formula": "C3H7BS2",
  "method": "wB97M-V/def2-TZVPD",
  "species": ["C", "B", "S", "C", "C", "S", "H", "H", "H", "H", "H", "H", "H"],
  "xyz": [[2.43, 0.51, 0.11], [0.93, 0.22, -0.26], [-0.37, 1.44, -0.42], [-1.78, 0.46, 0.22], [-1.69, -0.94, -0.16], [0.40, -1.47, -0.24], [2.58, 0.92, 1.12], [3.04, 1.02, -0.76], [2.95, -0.52, 0.20], [-2.79, 0.81, -0.30], [-1.77, 0.45, 1.26], [-2.14, -1.76, 0.37], [-1.80, -1.13, -1.13]],
  "nbo_charge": [-0.9658, 0.1957, 0.0813, -0.5548, -0.3281, -0.0492, 0.2569, 0.2477, 0.2323, 0.2486, 0.2201, 0.2246, 0.1908],
  "total_charge": 0,
  "smiles": "CB1SCCS1",
  "relative_energy_kj_mol": 65.4,
  "lumo_ev": 0.425
}

{
  "formula": "C17H56NO16P",
  "method": "wB97M-V/def2-TZVPD",
  "species": ["C", "C", "N", "C", "C", "C", "C", "O", "O", "P", "O", "O", "O", "H", "H", "H", "H", "H", "H", "H", "H", "H", "H", "H", "H", "C", "O", "H", "H", "H", "H", "C", "O", "H", "H", "H", "H", "C", "O", "H", "H", "H", "H", "C", "O", "H", "H", "H", "H", "C", "O", "H", "H", "H", "H", "C", "O", "H", "H", "H", "H", "C", "O", "H", "H", "H", "H", "C", "O", "H", "H", "H", "H", "C", "O", "H", "H", "H", "H", "C", "O", "H", "H", "H", "H", "C", "O", "H", "H", "H", "H"],
  "xyz": [[-2.87, -1.22, -1.49], [-2.13, -1.45, -0.41], [-0.88, -2.17, -0.50], [-0.95, -3.53, 0.08], [-1.83, -3.70, 1.31], [-1.82, -5.18, 1.70], [0.28, -1.51, -0.21], [1.39, -1.93, -0.34], [0.08, -0.22, 0.21], [1.30, 0.61, 0.86], [2.21, 1.17, -0.15], [0.55, 1.74, 1.66], [1.96, -0.30, 1.96], [-2.41, -1.11, -2.46], [-3.94, -1.11, -1.39], [-2.43, -1.10, 0.58], [0.08, -3.80, 0.36], [-1.23, -4.26, -0.69], [-2.86, -3.43, 1.11], [-1.43, -3.13, 2.15], [-2.29, -5.34, 2.67], [-2.44, -5.74, 0.99], [-0.83, -5.62, 1.66], [-0.19, 1.40, 2.19], [2.03, -1.23, 1.68], [2.48, 4.03, 3.54], [1.70, 4.29, 2.38], [2.12, 4.70, 4.32], [2.34, 2.99, 3.86], [3.54, 4.22, 3.37], [1.99, 3.70, 1.68], [-1.75, -8.75, 4.08], [-2.40, -8.21, 2.94], [-1.98, -8.10, 4.92], [-2.11, -9.76, 4.31], [-0.67, -8.79, 3.95], [-2.21, -8.78, 2.19], [-0.84, 3.40, 4.79], [-1.12, 3.16, 3.41], [-1.51, 2.79, 5.39], [0.19, 3.10, 5.02], [-0.98, 4.45, 5.05], [-0.50, 3.70, 2.89], [-0.19, 3.62, -1.65], [-0.13, 2.23, -1.93], [-1.14, 3.99, -2.04], [-0.15, 3.82, -0.58], [0.63, 4.16, -2.14], [0.71, 1.90, -1.57], [-2.03, 1.25, -4.98], [-1.94, 0.22, -4.00], [-3.01, 1.18, -5.44], [-1.91, 2.23, -4.52], [-1.27, 1.11, -5.76], [-1.06, 0.27, -3.62], [-0.77, 0.58, 8.01], [-1.42, 0.81, 6.76], [-1.21, 1.24, 8.74], [-0.90, -0.46, 8.33], [0.30, 0.80, 7.94], [-1.02, 0.23, 6.10], [2.05, 1.91, -4.68], [1.97, 0.50, -4.48], [2.19, 2.09, -5.75], [1.13, 2.40, -4.35], [2.91, 2.32, -4.14], [1.86, 0.34, -3.54], [-0.85, -1.24, -7.51], [-2.19, -0.79, -7.64], [-0.23, -0.36, -7.36], [-0.73, -1.90, -6.64], [-0.51, -1.76, -8.41], [-2.77, -1.55, -7.76], [5.51, 2.54, -5.24], [4.82, 2.79, -6.46], [5.16, 3.27, -4.51], [5.31, 1.54, -4.87], [6.59, 2.67, -5.36], [5.12, 2.15, -7.11], [-3.10, 2.89, 10.43], [-1.69, 3.04, 10.64], [-3.23, 2.26, 9.55], [-3.57, 2.41, 11.29], [-3.57, 3.86, 10.25], [-1.58, 3.60, 11.42], [2.93, -0.34, -7.81], [2.89, -1.69, -8.26], [2.07, 0.16, -8.24], [2.87, -0.28, -6.72], [3.84, 0.17, -8.15], [3.65, -2.15, -7.88]],
  "mulliken_charge": [-0.7405, -0.0066, 0.2301, -1.1647, 0.1701, -1.4154, 0.2816, -0.6319, 0.1547, 0.6538, -0.7035, 0.0270, -0.4789, 0.1234, 0.2889, 0.4130, 0.4481, 0.3403, 0.3065, 0.2138, 0.3872, 0.3102, 0.3357, 0.2184, 0.4069, -0.6297, -0.4785, 0.2678, 0.2432, 0.3039, 0.2483, -0.5568, -0.4647, 0.2177, 0.2700, 0.2630, 0.2747, -0.4268, -0.5203, 0.2000, 0.1325, 0.3074, 0.2736, -0.5905, -0.1341, 0.2932, 0.0391, 0.3270, 0.0778, -0.3821, -0.4580, 0.2572, 0.2097, 0.0316, 0.2245, -0.2258, -0.4470, -0.0975, 0.2659, 0.2690, 0.2583, -0.4019, -0.4520, 0.3492, 0.1276, 0.1774, 0.1997, -0.3236, -0.5161, -0.0526, 0.2694, 0.3449, 0.2820, -0.6263, -0.4819, 0.2399, 0.2739, 0.3195, 0.2773, -0.5067, -0.5080, 0.2031, 0.2504, 0.2521, 0.2903, -0.3496, -0.5309, 0.2111, 0.1242, 0.2633, 0.2823],
  "total_charge": 0,
  "smiles": "C=CN(CCC)C(=O)OP(=O)(O)O.CO.CO.CO.CO.CO.CO.CO.CO.CO.CO.CO",
  "relative_energy_kj_mol": 0.0,
  "lumo_ev": 0.081
}

These records have frontier orbital gap values of 8.15; 9.29; 9.74 eV, in the order they appear.